{
  "formula": "C5H14NO",
  "method": "the ωB97M-V functional and the def2-TZVPD basis",
  "fmax_ha_per_bohr": 0.0388,
  "e_homo_ev": -12.6,
  "e_lumo_ev": -3.421,
  "charge": 1,
  "gap_ev": 9.2,
  "species": ["C", "C", "C", "C", "C", "N", "H", "H", "H", "H", "H", "H", "H", "H", "H", "H", "H", "H", "H", "H", "O"],
  "xyz": [[0.939, 0.417, -0.078], [-0.039, 0.142, -1.228], [-1.461, -0.037, -0.786], [-2.238, 0.964, -0.335], [-3.696, 0.901, -0.159], [1.969, -0.669, 0.022], [1.468, 1.357, -0.194], [0.414, 0.359, 0.870], [0.006, 0.949, -1.943], [0.276, -0.772, -1.757], [-2.009, -0.959, -0.965], [-1.711, 1.903, -0.242], [-4.217, 1.757, -0.584], [-4.193, 0.046, -0.623], [-3.994, 0.966, 0.878], [2.465, -0.623, 0.923], [1.534, -1.595, -0.070], [2.672, -0.608, -0.717], [3.847, -1.411, 3.116], [4.172, -1.921, 1.697], [3.797, -1.166, 2.174]],
  "mulliken_charge": [-0.537, -0.825, -0.334, -0.001, -1.214, -0.282, 0.345, 0.438, 0.343, 0.445, 0.289, 0.329, 0.334, 0.340, 0.298, 0.357, 0.354, 0.353, 0.342, 0.332, -0.706]
}



{
  "formula": "C5H14NO",
  "method": "the ωB97M-V functional and the def2-TZVPD basis",
  "fmax_ha_per_bohr": 0.0790,
  "e_homo_ev": -15.3,
  "e_lumo_ev": -2.874,
  "charge": 1,
  "gap_ev": 12.5,
  "species": ["C", "C", "N", "C", "C", "C", "H", "H", "H", "H", "H", "H", "H", "H", "H", "H", "H", "H", "H", "H", "O"],
  "xyz": [[-1.940, -0.797, -1.010], [-0.954, -0.231, -0.050], [0.513, -0.365, -0.652], [1.166, 1.038, -0.394], [0.423, 1.774, 0.661], [-1.001, 1.425, 0.292], [-1.591, -1.810, -1.376], [-2.122, -0.307, -1.941], [-2.918, -1.213, -0.561], [-0.948, -0.821, 0.937], [0.656, -0.496, -1.650], [1.086, -1.089, -0.119], [2.252, 0.960, -0.155], [1.186, 1.415, -1.481], [0.909, 1.398, 1.600], [0.745, 2.787, 0.792], [-1.587, 1.921, -0.477], [-1.589, 1.594, 1.131], [1.921, -1.944, 2.116], [2.035, -3.097, 1.138], [1.759, -2.145, 1.199]],
  "mulliken_charge": [-1.426, 0.390, -0.111, -0.642, -0.412, -0.904, 0.383, 0.374, 0.348, 0.212, 0.411, 0.264, 0.346, 0.329, 0.272, 0.424, 0.353, 0.418, 0.287, 0.310, -0.626]
}



{
  "formula": "C5H14NO",
  "method": "the ωB97M-V functional and the def2-TZVPD basis",
  "fmax_ha_per_bohr": 0.0267,
  "e_homo_ev": -14.1,
  "e_lumo_ev": -3.084,
  "charge": 1,
  "gap_ev": 11.0,
  "species": ["O", "C", "C", "C", "H", "H", "H", "H", "H", "H", "C", "N", "C", "H", "H", "H", "H", "H", "H", "H", "H"],
  "xyz": [[0.812, 0.416, 1.655], [0.406, 1.337, 0.948], [1.154, 1.998, -0.194], [0.584, 1.494, -1.516], [-0.650, 1.610, 1.207], [2.211, 1.752, -0.021], [1.037, 3.086, -0.080], [0.603, 0.394, -1.575], [1.217, 1.791, -2.374], [-0.458, 1.771, -1.715], [-0.007, -2.286, -0.825], [-0.658, -1.590, 0.336], [-1.938, -0.877, 0.012], [1.007, -2.566, -0.534], [-0.666, -3.115, -1.085], [0.031, -1.570, -1.663], [0.037, -0.925, 0.718], [-0.783, -2.319, 1.075], [-1.709, -0.045, -0.665], [-2.311, -0.449, 0.950], [-2.642, -1.609, -0.377]],
  "mulliken_charge": [-0.623, -0.013, -0.258, -0.891, 0.441, 0.289, 0.327, 0.042, 0.351, 0.307, -0.825, -0.017, -0.781, 0.348, 0.380, 0.362, 0.151, 0.401, 0.273, 0.348, 0.388]
}



{
  "formula": "C5H14NO",
  "method": "the ωB97M-V functional and the def2-TZVPD basis",
  "fmax_ha_per_bohr": 0.1556,
  "e_homo_ev": -13.8,
  "e_lumo_ev": -3.434,
  "charge": 1,
  "gap_ev": 10.4,
  "species": ["C", "C", "C", "C", "C", "N", "H", "H", "H", "H", "H", "H", "H", "H", "H", "H", "H", "H", "H", "H", "O"],
  "xyz": [[-1.044, -1.270, 1.383], [-1.517, 0.179, 1.171], [-1.181, 1.089, -0.059], [0.132, 1.015, -0.536], [0.716, 0.838, -1.785], [1.208, 0.852, 0.605], [-1.802, -1.717, 1.871], [-0.670, -1.762, 0.443], [-0.153, -1.233, 1.956], [-2.688, 0.124, 1.145], [-1.291, 0.787, 2.158], [-1.419, 2.164, -0.005], [-1.893, 0.715, -0.860], [1.762, 0.641, -2.085], [0.036, 0.829, -2.633], [2.207, 1.304, 0.426], [1.031, 1.540, 1.363], [1.148, -0.206, 0.644], [2.044, -2.625, -1.178], [0.447, -2.360, -0.623], [1.269, -1.908, -0.987]],
  "mulliken_charge": [-1.014, -0.399, -0.646, 0.511, -0.954, -0.306, 0.464, -0.117, 0.426, 0.375, 0.305, 0.304, 0.371, 0.240, 0.271, 0.401, 0.347, 0.342, 0.326, 0.376, -0.622]
}



{
  "formula": "C5H14NO",
  "method": "the ωB97M-V functional and the def2-TZVPD basis",
  "fmax_ha_per_bohr": 0.0887,
  "e_homo_ev": -14.0,
  "e_lumo_ev": -8.832,
  "charge": 1,
  "gap_ev": 5.2,
  "species": ["C", "O", "C", "C", "C", "C", "N", "H", "H", "H", "H", "H", "H", "H", "H", "H", "H", "H", "H", "H", "H"],
  "xyz": [[0.907, -1.354, 0.851], [1.193, -2.538, 0.350], [0.267, -0.550, -0.339], [-0.226, 0.757, 0.354], [-0.379, 1.912, -0.736], [-1.485, 0.472, 1.108], [1.198, -0.416, -1.406], [1.736, -0.733, 1.188], [0.192, -1.472, 1.782], [1.824, -3.028, 0.879], [-0.402, -1.374, -0.615], [0.564, 1.063, 1.092], [0.664, 2.225, -1.042], [-0.838, 1.237, -1.493], [-1.058, 2.771, -0.574], [-1.600, 1.418, 1.644], [-1.361, -0.368, 1.765], [-2.422, 0.307, 0.521], [0.710, -0.301, -2.294], [2.011, 0.029, -1.206], [-1.496, -0.059, -1.829]],
  "mulliken_charge": [-0.918, -0.481, -0.744, 0.632, -0.612, -1.237, -0.210, 0.470, 0.232, 0.355, 0.497, 0.324, 0.297, -0.105, 0.353, 0.392, 0.388, 0.266, 0.313, 0.233, 0.556]
}



{
  "formula": "C5H14NO",
  "method": "the ωB97M-V functional and the def2-TZVPD basis",
  "fmax_ha_per_bohr": 0.0092,
  "e_homo_ev": -12.3,
  "e_lumo_ev": -3.457,
  "charge": 1,
  "gap_ev": 8.9,
  "species": ["C", "N", "C", "H", "H", "H", "H", "H", "H", "H", "H", "C", "C", "O", "C", "H", "H", "H", "H", "H", "H"],
  "xyz": [[-0.523, 0.550, -1.568], [-0.168, -0.677, -2.361], [0.914, -1.477, -1.699], [-1.195, 1.173, -2.149], [-1.039, 0.206, -0.677], [0.393, 1.055, -1.292], [0.129, -0.420, -3.303], [-1.002, -1.252, -2.476], [1.754, -0.810, -1.530], [1.211, -2.282, -2.365], [0.553, -1.857, -0.751], [0.966, 1.557, 1.608], [0.203, 0.494, 1.813], [0.693, -0.762, 1.489], [-1.172, 0.492, 2.402], [0.554, 2.538, 1.790], [1.990, 1.472, 1.274], [0.349, -1.397, 2.128], [-1.442, 1.438, 2.861], [-1.928, 0.255, 1.648], [-1.240, -0.294, 3.159]],
  "mulliken_charge": [-0.742, -0.199, -0.752, 0.358, 0.250, 0.332, 0.368, 0.361, 0.347, 0.335, 0.311, -1.005, 0.778, -0.488, -1.126, 0.261, 0.338, 0.285, 0.352, 0.269, 0.367]
}



{
  "formula": "C5H14NO",
  "method": "the ωB97M-V functional and the def2-TZVPD basis",
  "fmax_ha_per_bohr": 0.0375,
  "e_homo_ev": -13.1,
  "e_lumo_ev": -3.237,
  "charge": 1,
  "gap_ev": 9.9,
  "species": ["C", "C", "C", "C", "C", "N", "H", "H", "H", "H", "H", "H", "H", "H", "H", "H", "H", "H", "H", "H", "O"],
  "xyz": [[-0.213, 1.183, 0.243], [-1.614, 0.597, 0.062], [-1.691, -0.815, -0.490], [-0.317, -1.701, 1.449], [-0.804, -1.837, 0.216], [0.565, 0.959, -1.034], [0.270, 0.534, 0.952], [-0.285, 2.245, 0.409], [-2.012, 0.613, 1.074], [-2.112, 1.278, -0.629], [-1.398, -0.948, -1.537], [-2.727, -1.157, -0.499], [-0.720, -1.044, 2.213], [0.540, -2.292, 1.750], [-0.725, -2.797, -0.284], [0.977, 1.814, -1.414], [1.352, 0.298, -1.025], [0.004, 0.594, -1.812], [4.336, 0.796, -0.262], [3.168, 0.688, 0.748], [3.407, 0.990, -0.131]],
  "mulliken_charge": [-0.464, -0.806, -0.611, -1.042, -0.059, -0.274, 0.258, 0.415, 0.336, 0.374, 0.372, 0.381, 0.382, 0.295, 0.392, 0.347, 0.380, 0.321, 0.323, 0.318, -0.639]
}



{
  "formula": "C5H14NO",
  "method": "the ωB97M-V functional and the def2-TZVPD basis",
  "fmax_ha_per_bohr": 0.0871,
  "e_homo_ev": -12.9,
  "e_lumo_ev": -3.208,
  "charge": 1,
  "gap_ev": 9.7,
  "species": ["C", "C", "C", "C", "C", "N", "O", "H", "H", "H", "H", "H", "H", "H", "H", "H", "H", "H", "H", "H", "H"],
  "xyz": [[1.824, 0.319, 0.747], [0.427, 1.103, 2.698], [-0.420, -0.054, -3.505], [0.691, 1.043, 1.411], [-0.740, -0.126, -2.175], [-1.428, -1.006, 1.003], [-0.132, -0.939, -1.300], [1.323, -0.368, -0.060], [2.397, -0.145, 1.443], [2.498, 0.973, 0.117], [0.890, 0.405, 3.382], [-0.223, 1.864, 3.040], [0.672, -1.418, -1.699], [0.345, -0.527, -4.081], [-0.976, 0.688, -4.076], [0.103, 1.540, 0.777], [-1.569, 0.362, -1.669], [-1.699, -1.723, 1.706], [-0.935, -1.179, 0.086], [-2.394, -0.670, 0.796], [-0.654, -0.141, 1.357]],
  "mulliken_charge": [-0.485, -0.685, -0.917, -0.477, 0.347, -0.485, -0.656, -0.070, 0.395, 0.312, 0.302, 0.302, 0.283, 0.292, 0.234, 0.619, 0.266, 0.353, 0.378, 0.383, 0.308]
}



{
  "formula": "C5H14NO",
  "method": "the ωB97M-V functional and the def2-TZVPD basis",
  "fmax_ha_per_bohr": 0.0445,
  "e_homo_ev": [-20.1, -20.1],
  "e_lumo_ev": [-10.082, -13.700],
  "charge": 2,
  "spin_multiplicity": 2,
  "gap_ev": [10.0, 6.4],
  "species": ["C", "C", "C", "C", "C", "N", "H", "H", "H", "H", "H", "H", "H", "H", "H", "H", "H", "H", "H", "H", "O"],
  "xyz": [[1.353, 1.297, -0.016], [1.334, 0.460, 1.310], [0.813, -0.923, 1.000], [-0.431, -1.043, 0.293], [-0.828, -2.178, -0.416], [-1.338, 0.103, 0.243], [2.358, 1.606, -0.328], [1.147, 0.711, -0.911], [0.777, 2.212, 0.104], [2.327, 0.563, 1.736], [0.759, 1.051, 2.033], [0.882, -1.500, 1.965], [1.549, -1.525, 0.426], [-1.776, -2.238, -0.930], [-0.158, -2.990, -0.666], [-1.644, 0.447, -0.703], [-2.215, -0.141, 0.729], [-1.002, 0.882, 0.812], [0.051, 1.514, -1.413], [-0.671, 1.475, -2.777], [-0.820, 1.435, -1.824]],
  "mulliken_charge": [-1.165, -0.891, -0.415, 0.697, -0.928, -0.143, 0.488, 0.384, 0.392, 0.362, 0.455, 0.444, 0.452, 0.373, 0.345, 0.424, 0.468, 0.332, 0.219, 0.381, -0.675]
}



{
  "formula": "C5H14NO2",
  "method": "the ωB97M-V functional and the def2-TZVPD basis",
  "fmax_ha_per_bohr": 0.0895,
  "e_homo_ev": -3.2,
  "e_lumo_ev": 3.873,
  "charge": -1,
  "gap_ev": 7.1,
  "species": ["C", "C", "C", "N", "C", "C", "O", "H", "H", "H", "H", "H", "H", "H", "H", "H", "H", "H", "H", "H", "H", "O"],
  "xyz": [[2.359, -0.888, 0.344], [1.964, -2.336, -0.098], [1.167, 0.013, 0.377], [0.207, -0.276, -0.814], [-0.199, 1.120, -1.202], [-1.657, 1.272, -0.559], [-1.666, 0.712, 0.697], [3.140, -0.559, -0.557], [2.986, -0.961, 1.272], [1.326, -2.958, 0.550], [2.924, -2.703, -0.143], [1.359, -2.383, -1.010], [0.797, -0.222, 1.394], [1.567, 1.051, 0.376], [-0.693, -0.648, -0.387], [0.446, 1.933, -0.865], [-0.220, 1.408, -2.345], [-2.340, 0.508, -1.220], [-2.023, 2.346, -0.475], [-3.834, 1.693, 2.132], [-3.422, 0.732, 1.021], [-4.190, 1.145, 1.513]],
  "mulliken_charge": [-0.394, -1.237, -0.325, -0.421, -0.486, -0.431, -0.959, 0.211, 0.315, 0.283, 0.462, 0.307, 0.204, 0.202, 0.335, 0.197, 0.242, 0.211, 0.272, 0.248, 0.447, -0.684]
}



{
  "formula": "C5H14NO2",
  "method": "the ωB97M-V functional and the def2-TZVPD basis",
  "fmax_ha_per_bohr": 0.0354,
  "e_homo_ev": -2.8,
  "e_lumo_ev": 3.835,
  "charge": -1,
  "gap_ev": 6.6,
  "species": ["C", "C", "N", "C", "C", "C", "O", "H", "H", "H", "H", "H", "H", "H", "H", "H", "H", "H", "H", "H", "H", "O"],
  "xyz": [[-1.337, 1.689, -1.393], [-0.019, 1.089, -1.831], [0.921, 0.762, -0.777], [0.035, -1.498, -0.347], [0.608, -0.223, 0.272], [-0.337, 0.241, 1.463], [0.167, -0.093, 2.683], [-1.984, 1.909, -2.253], [-1.170, 2.472, -0.667], [-1.960, 0.938, -0.891], [0.577, 1.714, -2.492], [-0.121, 0.195, -2.460], [1.482, 1.533, -0.448], [-1.034, -1.424, -0.517], [0.527, -1.768, -1.292], [0.190, -2.210, 0.475], [1.521, -0.358, 0.835], [-0.480, 1.346, 1.335], [-1.355, -0.194, 1.273], [1.998, -2.024, 2.131], [0.654, -1.688, 2.696], [1.117, -2.407, 2.206]],
  "mulliken_charge": [-1.070, -0.572, -0.298, -1.495, 0.205, -0.205, -0.953, 0.396, 0.265, 0.231, 0.446, 0.243, 0.266, 0.277, 0.390, 0.500, 0.321, 0.092, 0.028, 0.284, 0.382, -0.735]
}